1.
Computed, not measured: a structure of composition C21H32O8SbSi3Ti in a non-equilibrium geometry, with the ωB97M-V functional and the def2-TZVPD basis.

Summary:
Kohn-Sham gap (spin up / spin down) ... 8.164 / 7.872 eV
Spin multiplicity ... 2

CARTESIAN COORDINATES (ANGSTROEM)
Ti: 1.254819 0.852115 0.419621
O: 2.454278 -2.905026 5.012811
C: 2.142980 -2.214102 4.090284
C: 2.551125 -2.421022 2.606821
O: 3.095996 -3.385710 2.141472
C: 2.071351 -1.193099 1.942327
C: 1.370448 -0.388745 2.794554
O: 0.857569 0.729080 2.305873
C: 1.293143 -0.918770 4.159030
O: 0.704374 -0.491803 5.117918
O: 2.206276 -0.808642 0.691300
C: -2.124604 -3.166610 1.747519
Si: -2.199734 -2.627803 -0.031584
C: -1.143980 -3.694631 -1.128395
C: -3.961005 -2.551000 -0.621735
Sb: -1.176804 -0.307517 -0.128804
Si: -1.580699 0.505850 -2.530279
C: -3.263401 0.032852 -3.188649
C: -1.457714 2.365960 -2.507648
C: -0.270061 -0.315229 -3.573842
Si: -2.632500 1.221954 1.278113
C: -1.961662 2.955911 1.088785
C: -4.405303 1.198167 0.688329
C: -2.537274 0.659036 3.046713
H: -2.400029 -4.220574 1.830907
H: -2.814858 -2.590852 2.364491
H: -1.122397 -3.047764 2.162014
H: -1.422361 -4.745418 -1.020939
H: -0.087088 -3.597075 -0.875700
H: -1.264899 -3.418670 -2.177671
H: -4.400268 -3.549286 -0.547541
H: -4.035734 -2.226122 -1.657305
H: -4.560656 -1.875833 -0.012754
H: -4.073749 0.324061 -2.520886
H: -3.338611 -1.037970 -3.372774
H: -3.418405 0.539815 -4.145168
H: -2.398873 2.782029 -2.140759
H: -1.296435 2.734341 -3.523700
H: -0.649117 2.757442 -1.887754
H: -0.656113 -1.268244 -3.942343
H: 0.655325 -0.502239 -3.030504
H: -0.020077 0.306458 -4.436867
H: -2.376593 3.439649 0.203249
H: -0.872790 3.034564 1.025948
H: -2.255776 3.537422 1.966972
H: -4.480823 1.311846 -0.393440
H: -4.956849 2.020605 1.151172
H: -4.908081 0.272247 0.967263
H: -1.550423 0.827340 3.479760
H: -2.771758 -0.399898 3.156382
H: -3.270578 1.223654 3.630003
O: 4.465565 2.321496 1.413521
C: 4.956809 1.938907 0.216749
C: 6.317701 1.644324 0.151519
C: 6.873048 1.214586 -1.033959
C: 6.094695 1.061921 -2.185214
C: 4.746070 1.322178 -2.114385
C: 4.161543 1.768389 -0.921789
C: 2.703027 1.860296 -0.858684
O: 1.938671 1.114366 -1.543649
O: 2.118534 2.621837 0.026623
H: 3.592794 2.715940 1.285860
H: 6.909418 1.757513 1.048598
H: 7.930622 0.988843 -1.069955
H: 6.541367 0.725043 -3.109078
H: 4.110533 1.181621 -2.978742

Cartesian forces (eV/Å) of the 3 atoms listed first:
-0.7 -0.5 0.4
-0.1 -0.1 0.0
0.0 0.1 0.0

Results of the natural (NBO) charge analysis, in e, for atoms 1 through 8:
1. Ti 1.58
2. O -0.45
3. C 0.40
4. C 0.41
5. O -0.49
6. C 0.19
7. C 0.18
8. O -0.75

2.
Computed, not measured: a structure of composition C6H5N2O4 in a non-equilibrium geometry, with the ωB97M-V functional and the def2-TZVPD basis.

Summary:
Kohn-Sham gap ... 7.893 eV
Charge ... -1

CARTESIAN COORDINATES (ANGSTROEM)
C: 3.190092 0.670448 0.686444
C: 3.625579 -0.327833 -0.201317
C: 2.115829 1.396358 0.418274
C: -0.179135 -0.796500 -0.885416
C: 4.874824 -0.687623 -0.102480
C: -2.105725 -0.750731 0.431510
N: -1.300679 -1.257391 -0.616729
N: 1.093936 1.508550 -0.329957
O: 0.821079 -1.002682 -1.525212
O: 1.007085 2.521971 -1.129433
O: 5.843187 -1.178708 0.331763
O: -0.000440 0.851046 -0.099027
H: 3.710322 1.019948 1.637320
H: 2.964677 -0.595650 -0.882793
H: -2.119853 0.269152 0.202497
H: -3.012307 -1.294674 0.402339
H: -1.421743 -0.836121 1.341482

Cartesian forces (eV/Å) of the 3 atoms listed first:
-1.0 3.4 2.5
3.2 0.5 1.7
1.2 -1.2 1.1

Results of the natural (NBO) charge analysis, in e, for atoms 1 through 8:
1. C -0.30
2. C -0.52
3. C 0.13
4. C 0.87
5. C 0.70
6. C -0.43
7. N -0.62
8. N 0.35

3.
Computed, not measured: a structure of composition C22H18BHoN7S, with the ωB97M-V functional and the def2-TZVPD basis.

Summary:
Kohn-Sham gap (spin up / spin down) ... 8.154 / 8.200 eV
Spin multiplicity ... 5
Charge ... +1

CARTESIAN COORDINATES (ANGSTROEM)
Ho: 0.515405 -0.205723 -0.775557
C: 5.096758 -0.235823 -0.497525
C: 3.929235 -0.737295 -1.058375
N: 2.863389 -0.072989 -0.602176
N: 3.331772 0.862447 0.267503
C: 4.664451 0.771846 0.344639
B: 2.396713 1.804098 1.065827
N: 1.466928 0.977255 1.990453
C: 1.415046 0.971383 3.327091
C: 0.462020 0.057118 3.737322
C: -0.038239 -0.474968 2.556036
N: 0.568329 0.082814 1.503847
N: 1.570234 2.684821 0.090356
C: 1.535737 4.022302 0.066754
C: 0.716624 4.438061 -0.966303
C: 0.274210 3.255262 -1.545848
N: 0.782966 2.194272 -0.912546
H: 6.107579 -0.554802 -0.673073
H: 3.804786 -1.535468 -1.773284
H: 5.211232 1.435110 0.993103
H: 3.060676 2.520340 1.749268
H: 2.060330 1.620145 3.894657
H: 0.177035 -0.184016 4.744899
H: -0.796941 -1.226871 2.404703
H: 2.108925 4.584481 0.784359
H: 0.486493 5.447029 -1.255763
H: -0.382630 3.116249 -2.390758
S: -3.871942 -2.179746 -0.765917
C: -4.189454 -0.477463 -0.664232
C: -5.415647 0.177351 -0.589056
C: -5.404804 1.553622 -0.490097
C: -4.198688 2.263072 -0.457030
C: -2.984226 1.613378 -0.534061
C: -2.982645 0.224071 -0.649603
N: -1.855305 -0.587518 -0.746994
C: -2.180857 -1.866475 -0.793002
C: -1.171751 -2.940148 -0.871655
C: -1.576172 -4.274015 -0.782786
C: -0.626441 -5.274475 -0.876887
C: 0.709537 -4.939743 -1.043459
C: 1.093414 -3.605356 -1.107391
C: 0.170708 -2.554120 -1.028654
H: -6.344901 -0.374909 -0.600842
H: -6.342084 2.089060 -0.431591
H: -4.221186 3.340150 -0.364470
H: -2.058673 2.174474 -0.492461
H: -2.614268 -4.546672 -0.633242
H: -0.928043 -6.311325 -0.814968
H: 1.450820 -5.725003 -1.118829
H: 2.153546 -3.395288 -1.212382

Cartesian forces (eV/Å) of the 3 atoms listed first:
-0.2 -0.2 0.2
0.0 0.0 0.0
0.0 0.0 -0.1

Results of the natural (NBO) charge analysis, in e, for atoms 1 through 8:
1. Ho 2.21
2. C -0.33
3. C 0.01
4. N -0.48
5. N -0.31
6. C 0.04
7. B 0.53
8. N -0.30

4.
Computed, not measured: a cluster of 2 separate species, C29H33N4 in total in a non-equilibrium geometry, with the ωB97M-V functional and the def2-TZVPD basis.

Summary:
Kohn-Sham gap ... 5.136 eV
Charge ... +1

CARTESIAN COORDINATES (ANGSTROEM)
C: 2.454671 -2.535577 -2.156681
N: 2.914363 -1.166178 -2.141852
C: 2.118615 -0.054190 -1.939829
C: 0.753460 -0.094289 -1.615312
N: 2.934774 1.042062 -2.111222
C: 2.494989 2.418256 -2.114241
C: 4.187474 0.631512 -2.536079
C: 4.172518 -0.775171 -2.550993
C: 5.329364 -1.517362 -2.717612
C: 6.529609 -0.798819 -2.855401
C: 6.546102 0.596269 -2.848206
C: 5.363899 1.344127 -2.697224
H: 3.325338 -3.185380 -2.177717
H: 1.861640 -2.770789 -1.259514
H: 1.843200 -2.729026 -3.055353
H: 0.236113 0.857068 -1.586262
H: 0.342149 -1.050584 -1.980748
H: 3.372746 3.060414 -2.049131
H: 1.958914 2.646374 -3.053428
H: 1.833825 2.621060 -1.262579
H: 5.262937 -2.599666 -2.700820
H: 7.455306 -1.344216 -2.951519
H: 7.484856 1.119015 -2.942044
H: 5.320074 2.426204 -2.669325
C: -7.611757 1.661774 0.246054
N: -6.472726 1.483410 -0.628175
C: -6.545914 1.960607 -2.001674
C: -5.140111 1.671033 -2.571082
C: -4.398671 1.055557 -1.430431
C: -5.251758 0.954713 -0.302558
C: -4.753201 0.447002 0.915230
C: -3.416454 0.026610 0.938515
C: -2.505670 0.277829 -0.145794
C: -1.111358 -0.134496 -0.199226
C: -0.357236 -0.180772 1.012648
C: 0.870460 -0.884082 1.141602
C: 1.438627 -1.143144 2.371909
C: 0.770438 -0.821770 3.579523
N: 1.440869 -1.354464 4.645005
C: 1.127186 -1.222209 6.042084
C: 2.681406 -1.983580 4.246815
C: 2.692166 -1.885850 2.699195
C: -0.418439 -0.068509 3.518476
C: -0.863523 0.376322 2.265283
C: -3.062664 0.780082 -1.319374
H: -7.304918 1.651499 1.299548
H: -8.067874 2.626621 -0.004521
H: -8.357731 0.870261 0.079455
H: -7.335266 1.430230 -2.541912
H: -6.771057 3.030565 -2.005053
H: -5.207731 1.030697 -3.453125
H: -4.670235 2.600406 -2.898979
H: -5.419165 0.412502 1.786672
H: -3.095959 -0.543605 1.806816
H: -1.025975 -0.882634 -1.024866
H: 1.374745 -1.239972 0.236963
H: 0.119111 -0.829415 6.183381
H: 1.211094 -2.204990 6.530360
H: 1.849326 -0.551699 6.534998
H: 3.535582 -1.453471 4.693235
H: 2.727663 -3.025150 4.595871
H: 2.702486 -2.886287 2.262702
H: 3.592673 -1.367482 2.361547
H: -0.969412 0.133982 4.444326
H: -1.672957 1.100663 2.251914
H: -2.423020 0.940094 -2.190288

Cartesian forces (eV/Å) of the 3 atoms listed first:
-0.4 0.1 -0.1
-0.6 -0.1 0.0
-1.2 0.2 0.0

Results of the natural (NBO) charge analysis, in e, for atoms 1 through 8:
1. C -0.40
2. N -0.40
3. C 0.44
4. C -0.76
5. N -0.38
6. C -0.40
7. C 0.12
8. C 0.19

5.
Computed, not measured: a structure of composition C14H30N2O4S2 in a non-equilibrium geometry, with the ωB97M-V functional and the def2-TZVPD basis.

Summary:
Kohn-Sham gap ... 9.348 eV

CARTESIAN COORDINATES (ANGSTROEM)
C: -2.058431 -2.986158 -2.537248
H: -1.116462 -2.841758 -2.803792
C: -2.334160 -4.023041 -1.569240
C: -1.519849 -3.579481 -0.195862
C: -2.005276 -2.080099 0.481258
N: -1.038537 -1.102836 0.000609
C: -0.142438 -0.390414 0.863872
C: 0.976641 0.129179 0.046054
S: 1.618206 -0.229959 -1.537842
O: 0.853630 -1.496819 -1.946599
O: 3.189591 -0.487831 -1.514629
C: 1.222212 1.149641 -2.702803
C: 2.206937 1.812888 -3.140442
H: 3.011576 0.842560 -3.733354
H: 2.032221 2.532904 -3.998579
H: 3.037691 2.114715 -2.296586
H: 0.385411 0.607405 -3.175805
H: 0.619481 1.758533 -1.876607
S: 1.999352 1.181718 0.717689
O: 1.515107 1.689269 2.110627
O: 2.350489 2.320950 -0.193107
C: 3.774188 0.348770 1.429069
C: 4.579292 1.385726 1.916798
H: 4.145201 1.857903 2.889923
H: 5.421868 1.115533 2.024603
H: 4.654464 2.161476 1.170992
H: 3.163762 -0.259541 2.244916
H: 4.023869 -0.120556 0.340864
N: -0.474925 -0.089986 2.034581
H: 0.108421 0.482117 2.424657
C: -1.886286 0.229663 2.216465
H: -2.660985 0.039771 1.513303
C: -2.086715 1.699542 2.579060
C: -2.610312 2.639016 1.474801
C: -1.572962 2.580642 0.284566
H: -0.467795 2.622273 0.438427
H: -1.928673 3.376746 -0.633955
H: -1.441563 1.378284 -0.106365
H: -3.478644 2.169336 1.030514
H: -2.499686 3.550245 1.698448
H: -1.182576 2.026576 3.106367
H: -2.595895 1.772178 3.518424
H: -2.059461 -0.249191 3.325047
H: -0.668139 -1.304779 -0.876249
H: -1.570085 -2.190546 1.454287
H: -3.056384 -2.111282 0.294233
H: -0.489267 -3.591567 -0.342423
H: -1.775987 -4.421210 0.645614
H: -3.325931 -3.950548 -1.339949
H: -1.787694 -4.869481 -1.795325
H: -2.542320 -3.262564 -3.562404
H: -2.512174 -1.935911 -2.396904

Cartesian forces (eV/Å) of the 3 atoms listed first:
-5.2 2.0 -3.7
4.5 0.5 -0.7
3.7 3.2 3.9

Results of the natural (NBO) charge analysis, in e, for atoms 1 through 8:
1. C -0.60
2. H 0.22
3. C -0.41
4. C -0.37
5. C -0.25
6. N -0.61
7. C 0.60
8. C -0.98

6.
Computed, not measured: a cluster of 2 separate species, C4H7NO2 in total, with the ωB97M-V functional and the def2-TZVPD basis.

Summary:
Kohn-Sham gap ... 10.018 eV
SMILES ... C1=COC=NC1.O

CARTESIAN COORDINATES (ANGSTROEM)
C: -0.716006 0.814050 -1.146716
C: 0.243495 1.716238 -1.025218
O: 1.464917 1.436229 -0.439424
C: 1.545891 0.227711 0.177730
N: 0.707461 -0.715176 0.164900
C: -0.517827 -0.582554 -0.627931
H: -1.663306 1.090693 -1.599175
H: 0.189278 2.753175 -1.333870
H: 2.474527 0.157754 0.740010
H: -0.475766 -1.314193 -1.446575
H: -1.354411 -0.889286 0.010432
O: -0.916890 -1.906409 2.252020
H: -0.120084 -1.831928 1.700209
H: -0.980837 -1.036844 2.664011

Cartesian forces (eV/Å) of the 3 atoms listed first:
0.0 0.0 0.0
-0.2 0.1 -0.1
0.0 0.0 0.0

Results of the natural (NBO) charge analysis, in e, for atoms 1 through 8:
1. C -0.28
2. C 0.11
3. O -0.49
4. C 0.41
5. N -0.50
6. C -0.29
7. H 0.23
8. H 0.20

7.
Computed, not measured: a cluster of 2 separate species, C14H16O in total in a non-equilibrium geometry, with the ωB97M-V functional and the def2-TZVPD basis.

Summary:
Kohn-Sham gap ... 8.915 eV
SMILES ... Cc1ccc(O)cc1.Cc1ccccc1

CARTESIAN COORDINATES (ANGSTROEM)
C: 1.920018 -0.531072 -2.182299
C: 0.519530 -0.941844 -2.450819
C: -0.375556 -0.186404 -3.177637
C: -1.719073 -0.559112 -3.302391
C: -2.122437 -1.681507 -2.643663
O: -3.334018 -2.311019 -2.567237
C: -1.179103 -2.612996 -2.088217
C: 0.186623 -2.314301 -2.016425
H: 2.611836 -1.197629 -2.770601
H: 2.382311 -0.732923 -1.243744
H: 2.050777 0.491008 -2.492979
H: 0.021171 0.798158 -3.585315
H: -2.423981 0.226695 -3.602568
H: -3.889093 -1.793927 -3.172126
H: -1.635314 -3.669743 -1.891222
H: 1.049040 -2.891226 -1.795962
C: -1.731777 0.902895 3.202997
C: -0.255029 1.220240 2.951548
C: 0.042370 2.402375 2.204378
C: 1.379591 2.693725 1.981113
C: 2.382633 1.685827 2.308069
C: 2.089810 0.579760 3.021748
C: 0.697020 0.290432 3.230053
H: -2.283855 1.528827 3.886950
H: -1.787999 -0.076743 3.596254
H: -2.292308 1.019763 2.313739
H: -0.890149 3.050248 1.951820
H: 1.612915 3.483038 1.325089
H: 3.528724 1.884810 2.017035
H: 2.882787 -0.027834 3.487262
H: 0.562537 -0.729521 3.505151

Cartesian forces (eV/Å) of the 3 atoms listed first:
1.2 -0.8 -2.0
-0.1 -2.5 0.6
1.5 1.1 0.4

Results of the natural (NBO) charge analysis, in e, for atoms 1 through 8:
1. C -0.64
2. C -0.03
3. C -0.20
4. C -0.32
5. C 0.28
6. O -0.66
7. C -0.24
8. C -0.19

8.
Computed, not measured: a cluster of 2 separate species, CF2IO3S in total in a non-equilibrium geometry, with the ωB97M-V functional and the def2-TZVPD basis.

Summary:
Kohn-Sham gap (spin up / spin down) ... 8.875 / 4.385 eV
Charge ... -1

CARTESIAN COORDINATES (ANGSTROEM)
C: 0.039164 -0.831218 0.509686
O: -0.880109 1.591686 0.907606
O: 0.244054 1.184926 -1.269578
O: -1.758523 -0.041460 -0.775512
F: -0.962758 -1.178558 1.356146
F: 0.244647 -1.987824 -0.098657
S: -0.669194 0.724466 -0.261783
I: 3.742718 0.537980 -0.367905

Cartesian forces (eV/Å) of the 3 atoms listed first:
-0.9 -0.3 1.4
0.1 -1.0 -1.7
0.6 0.5 -0.1

In the natural (NBO) picture, each atom carries the following charge in e:
1. C 0.37
2. O -0.96
3. O -0.98
4. O -0.98
5. F -0.36
6. F -0.34
7. S 2.35
8. I -0.10